Record 1
A cluster of 2 separate species, C33H24F3NP in total at a distorted geometry, computed with ωB97M-V/def2-TZVPD.

As for the gap between HOMO and LUMO: 2.7545 eV. The electronic energy is -1967.264067 Eh.

Structure (ORCA input):
```
! RIJCOSX wB97M-V def2-TZVPD def2/J DEFGRID3
* xyz 1 1
C 2.00197 3.11820 -3.66616
C 2.11531 4.08320 -2.64940
C 1.77812 3.73917 -1.33888
C 1.36609 2.42106 -1.06486
P 0.86463 2.00721 0.62774
C -0.87837 2.50478 0.73691
C -1.56607 2.27280 1.94868
C -2.93578 2.52220 2.03743
C -3.62887 3.01857 0.92132
C -2.95521 3.26024 -0.28557
C -1.58677 3.01082 -0.37678
C 0.94767 0.20827 0.73337
C 2.15771 -0.32162 1.21242
C 2.26173 -1.69559 1.41713
C 1.16797 -2.51527 1.12037
C -0.03477 -1.98619 0.62446
C -0.15292 -0.61048 0.43179
C 1.87194 2.61187 1.93116
C 1.32017 3.64240 2.68892
N 0.83587 4.49550 3.34553
C 1.23065 1.46573 -2.08850
C 1.55872 1.81171 -3.39508
H 2.24822 3.39778 -4.69509
H 2.45785 5.10527 -2.86081
H 1.81720 4.48109 -0.53643
H -1.04818 1.88446 2.83093
H -3.46022 2.32147 2.98218
H -4.70263 3.20517 0.98842
H -3.49884 3.63596 -1.16251
H -1.09446 3.20477 -1.33324
H 2.99334 0.33894 1.45222
H 3.20659 -2.09309 1.80471
H 1.27264 -3.58902 1.26718
H -0.87815 -2.63340 0.38575
H -1.08696 -0.17630 0.05891
H 2.91852 2.33347 2.05324
H 0.85691 0.46348 -1.87123
H 1.46331 1.06470 -4.18734
F 8.05852 0.55630 0.44374
C 7.19041 -0.22688 1.16817
C 7.01857 -1.56471 0.78054
C 6.20382 -2.34113 1.62383
F 6.06178 -3.67778 1.28711
C 5.63496 -1.84379 2.79136
C 5.76345 -0.44726 3.11838
C 5.04036 0.01044 4.26831
C 5.48830 0.93968 5.25636
C 4.99285 0.77100 6.59489
C 5.27159 1.69909 7.58649
C 6.07172 2.83121 7.32815
C 6.62517 2.93802 6.04976
F 7.48043 3.98529 5.79405
C 6.45853 1.97690 5.05879
C 6.62254 0.33375 2.30070
H 7.52187 -1.95911 -0.10558
H 5.03291 -2.47736 3.44965
H 4.12381 -0.54472 4.50363
H 4.37541 -0.11932 6.76603
H 4.92553 1.51742 8.61186
H 6.32425 3.58772 8.07204
H 6.98459 2.06441 4.12241
H 6.73683 1.38763 2.52669
*
```

Record 2
A cluster of 14 separate species, C24H59BrF13N27O16 in total at a distorted geometry, computed with ωB97M-V/def2-TZVPD.

As for the gap between HOMO and LUMO: 9.0225 eV. The electronic energy is -7504.941102 Eh.

Structure (ORCA input):
```
! RIJCOSX wB97M-V def2-TZVPD def2/J DEFGRID3
* xyz 0 1
O -1.32606 -4.94574 0.20697
C -2.49627 -5.09500 0.23366
Br -3.41250 -5.26657 1.95352
C -3.37897 -5.20542 -1.00106
O -3.26712 -4.03292 -1.78397
C -4.21043 -3.09483 -1.51696
O -4.56723 -2.85300 -0.38610
N -4.70228 -2.47570 -2.64721
C -3.69855 -1.77983 -3.49802
C -2.88505 -0.72734 -2.71698
C -1.43268 -1.10304 -2.46775
F -1.22617 -2.43770 -2.59355
F -0.63114 -0.51295 -3.40085
C -0.94892 -0.72562 -1.03965
F -1.34255 -1.69241 -0.20301
F -1.53969 0.44456 -0.68890
C 0.57920 -0.49252 -0.89885
F 1.21402 -1.51207 -1.52893
F 0.93150 0.64751 -1.51180
C 1.17128 -0.48549 0.54676
F 2.50008 -0.31512 0.37464
F 0.98890 -1.66019 1.15592
C 0.65809 0.66583 1.47893
F 0.17355 1.69622 0.76836
F 1.69721 1.11062 2.20928
C -0.42629 0.23265 2.50440
F -1.43871 -0.35203 1.88365
F 0.05381 -0.56979 3.44160
F -0.87101 1.34560 3.11301
H -4.40943 -5.42614 -0.73732
H -2.96689 -6.01741 -1.59959
H -5.33007 -1.75793 -2.28860
H -4.28358 -1.25080 -4.24578
H -3.08348 -2.49584 -4.03646
H -2.85277 0.20051 -3.28819
H -3.42179 -0.49061 -1.79861
C -6.76764 -0.93948 -2.69312
O -5.71791 -0.97399 -3.33325
N -6.79041 -0.96436 -1.33627
N -7.98530 -0.87356 -3.30255
H -7.63069 -0.93902 -0.79006
H -5.91516 -1.00515 -0.85098
H -7.99393 -0.86565 -4.30394
H -8.85743 -0.86984 -2.80391
C 6.67033 -0.54900 0.80271
O 7.88174 -0.43539 0.84757
N 6.04979 -1.45572 -0.01925
N 5.82224 0.20608 1.55975
H 5.05523 -1.57270 -0.05840
H 6.63770 -2.03433 -0.58803
H 6.24074 0.87208 2.18491
H 4.82359 0.10352 1.55639
C -11.54313 -2.69544 -2.55196
O -10.41351 -2.43906 -2.17025
N -11.78846 -3.63648 -3.51074
N -12.64732 -2.06506 -2.05018
H -12.70602 -3.86765 -3.83952
H -10.99514 -4.11612 -3.89339
H -12.49686 -1.37197 -1.34166
H -13.58254 -2.26292 -2.34971
C -5.62196 -0.04362 2.38802
O -6.45015 -0.26480 1.52312
N -5.94592 0.09556 3.71031
N -4.30019 0.08049 2.07765
H -5.27260 0.27516 4.42960
H -6.91343 0.00589 3.95612
H -4.04570 -0.02545 1.11331
H -3.58596 0.26975 2.75197
C 3.74773 -0.30830 4.65427
O 3.62446 -0.66428 3.48904
N 2.66265 0.01474 5.42927
N 4.95045 -0.17498 5.26676
H 2.74910 0.32688 6.37836
H 1.75349 -0.09110 5.02077
H 5.76731 -0.43485 4.73867
H 5.07195 0.14384 6.22118
C 5.78274 0.62602 9.12818
O 5.59559 0.30360 7.96459
N 4.76831 0.96620 9.97690
N 7.03726 0.66193 9.64826
H 4.91414 1.23011 10.93229
H 3.83435 0.94203 9.61572
H 7.79115 0.41775 9.02846
H 7.23961 0.91793 10.59535
C 2.13393 -0.63597 -6.18852
O 1.13123 -0.66520 -6.87176
N 2.09528 -0.53457 -4.82117
N 3.39418 -0.68963 -6.72688
H 2.91679 -0.50374 -4.24754
H 1.19283 -0.48727 -4.38355
H 3.46074 -0.75986 -7.72468
H 4.23354 -0.66303 -6.18059
C 1.12839 3.80484 -4.37270
O 1.52829 4.72292 -5.06672
N 1.37808 2.49563 -4.64687
N 0.37630 4.02201 -3.24243
H 1.03226 1.74514 -4.08207
H 1.91774 2.28031 -5.46388
H 0.18250 4.97494 -2.99581
H 0.03501 3.28516 -2.65317
C -2.98556 2.85346 -5.03630
O -2.45684 1.87553 -4.52226
N -2.41342 4.08872 -5.01486
N -4.19154 2.77032 -5.66838
H -2.82920 4.89716 -5.43538
H -1.52460 4.17886 -4.55102
H -4.63960 1.87357 -5.69252
H -4.64546 3.55445 -6.09499
C 4.37267 4.05074 3.60568
O 5.58989 4.05068 3.45558
N 3.61020 5.15521 3.39898
N 3.68978 2.92680 3.97048
H 2.61209 5.15832 3.48836
H 4.07660 5.99497 3.11194
H 4.21553 2.08173 4.10329
H 2.69634 2.90031 4.09870
C 8.34481 1.68589 5.48930
O 8.35325 0.56977 5.98985
N 9.48802 2.42730 5.35127
N 7.20899 2.27997 5.03237
H 9.50525 3.33982 4.93819
H 10.34410 2.01406 5.66792
H 6.35769 1.75716 5.12340
H 7.15953 3.19342 4.61670
C -0.25673 -5.33492 -4.38603
O -1.20271 -4.77093 -4.90402
N 0.55253 -4.72718 -3.46719
N 0.06887 -6.63464 -4.68010
H 1.32753 -5.18071 -3.02369
H 0.33782 -3.77626 -3.23043
H -0.50533 -7.10826 -5.35131
H 0.84154 -7.11962 -4.26660
C 3.18791 4.66185 0.42450
O 2.32401 5.47956 0.15165
N 4.52071 4.94442 0.34676
N 2.88788 3.39260 0.83765
H 5.24230 4.28611 0.57744
H 4.77648 5.86466 0.04255
H 1.91765 3.15693 0.90123
H 3.58164 2.70773 1.07470
*
```

Record 3
A structure of composition C15H36FeN5O6 at a distorted geometry, computed with ωB97M-V/def2-TZVPD.

Its energy above the lowest of the compared OMol25 structures with the same formula, charge and spin is 278.7 kJ/mol. As for the expectation value of S²: 6.008. As for the gap between HOMO and LUMO (alpha / beta): 6.9201 / 6.3210 eV. The electronic energy is -2581.838561 Eh.

Structure (ORCA input):
```
! RIJCOSX wB97M-V def2-TZVPD def2/J DEFGRID3
* xyz 1 5
Fe -0.88319 2.22379 1.96793
O -0.47334 0.88403 0.64183
H -1.11713 0.33494 0.18639
C 2.11751 1.80793 2.21815
O 1.02842 1.94495 2.81823
N 3.27910 1.80480 2.84086
C 4.48362 1.56219 2.05925
C 3.44206 1.90136 4.27701
H 2.16853 1.78019 1.12991
H 4.85802 0.55967 2.28485
H 5.22596 2.33331 2.24849
H 4.27617 1.45951 0.99415
H 4.02941 2.79078 4.50390
H 2.50012 1.96954 4.81378
H 3.95180 1.00799 4.63820
C -4.18276 2.46197 1.43632
O -2.95810 2.28249 1.52958
N -4.94052 1.98346 0.47799
C -6.34532 2.28353 0.33526
C -4.44508 1.12484 -0.59849
H -4.73800 3.15337 2.08396
H -6.96208 1.38447 0.36640
H -6.56601 2.75574 -0.62555
H -6.75373 3.00259 1.04602
H -3.35911 1.11866 -0.59900
H -4.86260 0.12410 -0.47876
H -4.80053 1.47280 -1.56737
C -1.34067 -2.53376 -3.55342
O -0.39041 -1.97564 -4.05852
N -1.86516 -2.16871 -2.36043
C -3.11492 -2.75286 -1.89293
C -1.31430 -1.23256 -1.40364
H -1.84004 -3.40394 -3.99946
H -3.89654 -1.98449 -1.89247
H -3.05397 -3.15248 -0.87863
H -3.53620 -3.56648 -2.48463
H -1.47358 -0.16850 -1.58489
H -1.65127 -1.50989 -0.40593
H -0.23230 -1.36013 -1.34053
C 2.90830 -0.52614 -3.58907
O 4.11149 -0.63758 -3.79051
N 2.40247 0.53379 -2.92967
C 3.18094 1.50579 -2.22602
C 0.95421 0.71983 -2.78901
H 2.18703 -1.29370 -3.90252
H 2.97773 2.51475 -2.60429
H 4.23800 1.40737 -2.46935
H 3.01458 1.45678 -1.14935
H 0.68997 1.00608 -1.76955
H 0.68122 1.61321 -3.36718
H 0.40316 -0.10164 -3.23679
C 2.02559 -1.32464 0.73121
O 3.19538 -1.09023 0.48680
N 1.57560 -2.37009 1.45283
C 0.15742 -2.42588 1.83467
C 2.42227 -3.46731 1.86867
H 1.23101 -0.64314 0.40036
H -0.30940 -1.44551 1.78429
H 0.08957 -2.81151 2.84937
H -0.31135 -3.07655 1.09281
H 2.00729 -4.43620 1.59204
H 3.46602 -3.36894 1.59033
H 2.43765 -3.44210 2.96612
*
```

What did the third record say?
A structure of composition C15H36FeN5O6 at a distorted geometry, computed with ωB97M-V/def2-TZVPD.

Its energy above the lowest of the compared OMol25 structures with the same formula, charge and spin is 278.7 kJ/mol. As for the expectation value of S²: 6.008. As for the gap between HOMO and LUMO (alpha / beta): 6.9201 / 6.3210 eV. The electronic energy is -2581.838561 Eh.

Structure (ORCA input):
```
! RIJCOSX wB97M-V def2-TZVPD def2/J DEFGRID3
* xyz 1 5
Fe -0.88319 2.22379 1.96793
O -0.47334 0.88403 0.64183
H -1.11713 0.33494 0.18639
C 2.11751 1.80793 2.21815
O 1.02842 1.94495 2.81823
N 3.27910 1.80480 2.84086
C 4.48362 1.56219 2.05925
C 3.44206 1.90136 4.27701
H 2.16853 1.78019 1.12991
H 4.85802 0.55967 2.28485
H 5.22596 2.33331 2.24849
H 4.27617 1.45951 0.99415
H 4.02941 2.79078 4.50390
H 2.50012 1.96954 4.81378
H 3.95180 1.00799 4.63820
C -4.18276 2.46197 1.43632
O -2.95810 2.28249 1.52958
N -4.94052 1.98346 0.47799
C -6.34532 2.28353 0.33526
C -4.44508 1.12484 -0.59849
H -4.73800 3.15337 2.08396
H -6.96208 1.38447 0.36640
H -6.56601 2.75574 -0.62555
H -6.75373 3.00259 1.04602
H -3.35911 1.11866 -0.59900
H -4.86260 0.12410 -0.47876
H -4.80053 1.47280 -1.56737
C -1.34067 -2.53376 -3.55342
O -0.39041 -1.97564 -4.05852
N -1.86516 -2.16871 -2.36043
C -3.11492 -2.75286 -1.89293
C -1.31430 -1.23256 -1.40364
H -1.84004 -3.40394 -3.99946
H -3.89654 -1.98449 -1.89247
H -3.05397 -3.15248 -0.87863
H -3.53620 -3.56648 -2.48463
H -1.47358 -0.16850 -1.58489
H -1.65127 -1.50989 -0.40593
H -0.23230 -1.36013 -1.34053
C 2.90830 -0.52614 -3.58907
O 4.11149 -0.63758 -3.79051
N 2.40247 0.53379 -2.92967
C 3.18094 1.50579 -2.22602
C 0.95421 0.71983 -2.78901
H 2.18703 -1.29370 -3.90252
H 2.97773 2.51475 -2.60429
H 4.23800 1.40737 -2.46935
H 3.01458 1.45678 -1.14935
H 0.68997 1.00608 -1.76955
H 0.68122 1.61321 -3.36718
H 0.40316 -0.10164 -3.23679
C 2.02559 -1.32464 0.73121
O 3.19538 -1.09023 0.48680
N 1.57560 -2.37009 1.45283
C 0.15742 -2.42588 1.83467
C 2.42227 -3.46731 1.86867
H 1.23101 -0.64314 0.40036
H -0.30940 -1.44551 1.78429
H 0.08957 -2.81151 2.84937
H -0.31135 -3.07655 1.09281
H 2.00729 -4.43620 1.59204
H 3.46602 -3.36894 1.59033
H 2.43765 -3.44210 2.96612
*
```

The lowest electronic energy belongs to which entry? C24H59BrF13N27O16

Among the records above, which one has the lowest electronic energy? C24H59BrF13N27O16